No. 1
ORCA calculation (the ωB97M-V functional and the def2-TZVPD basis) on a 5-piece molecular cluster, C26H64F6N4O2P overall at a distorted geometry.

Calculated values
Relative energy (zero: lowest compared OMol25 entry of this formula, charge and spin), kJ/mol: 183.6
Lowest unoccupied orbital energy, eV: -5.7
Energy, eV: -63629.8161
Charge: +3
Kohn-Sham gap, eV: 11.4
2S+1: 1

Geometry as XYZ:
```
103
Properties=species:S:1:pos:R:3:forces:R:3:lowdin_charge:R:1
P -0.1803 -0.0694 0.6581 -1.0 1.4 1.4 0.162
F -1.7495 0.0355 0.2309 0.3 -0.1 -0.4 -0.163
F -0.4874 -1.5582 1.1804 0.2 -0.8 -0.4 -0.157
F 0.2757 -0.5659 -0.7962 -0.4 -0.1 -0.2 -0.140
F 1.3351 -0.2068 1.1644 1.0 0.1 -0.3 -0.160
F 0.0043 1.5028 0.2226 0.4 -0.7 -0.3 -0.172
F -0.5262 0.4690 2.1589 -0.4 0.1 0.0 -0.172
C 2.0859 0.9357 4.2011 -0.7 -0.9 1.0 0.012
N 1.6563 -0.0203 5.3815 -0.6 1.5 -0.2 -0.281
C 2.9080 -0.3434 6.2375 -0.8 -0.4 -1.2 0.034
C 0.6776 0.8919 6.2220 0.6 -1.5 0.0 0.040
C 0.9653 -1.2449 4.7173 0.0 1.2 0.0 -0.100
C 0.5095 -2.4091 5.5901 -0.2 0.1 -1.7 -0.223
O -0.6354 -2.0090 6.3214 0.9 0.6 0.3 -0.031
H 1.1996 1.1407 3.6007 0.0 -0.4 -0.1 0.083
H 2.8588 0.4308 3.6216 0.0 0.2 0.1 0.093
H 2.3874 1.8995 4.6114 0.4 -0.3 0.2 0.101
H 3.5293 0.5520 6.2531 -0.2 -0.1 0.4 0.105
H 3.4538 -1.1304 5.7170 0.0 0.1 -0.2 0.103
H 2.6564 -0.7516 7.2164 -0.3 0.5 -0.1 0.111
H -0.3008 1.0457 5.7668 0.5 0.2 -0.9 0.111
H 1.2743 1.7901 6.3812 -0.5 0.0 0.3 0.101
H 0.3780 0.3650 7.1280 0.7 0.0 0.2 0.099
H 1.6189 -1.4870 3.8792 0.4 -0.7 0.4 0.129
H 0.1133 -0.8492 4.1646 -0.3 0.3 0.4 0.116
H 1.3810 -2.9128 6.0084 -0.3 0.2 1.2 0.126
H 0.1792 -3.1212 4.8340 0.0 -0.3 -0.2 0.122
H -1.0582 -2.7143 6.8168 0.3 -0.3 0.0 0.108
C -2.6159 -3.1014 -1.2567 -0.5 -0.7 0.4 0.003
N -2.7153 -4.2408 -0.2268 -0.5 1.4 0.8 -0.276
C -3.2810 -3.5851 1.1043 -0.5 0.0 -1.9 0.036
C -3.7495 -5.3403 -0.7122 2.7 0.3 0.8 0.067
C -1.2439 -4.7149 0.0636 -0.4 -2.0 0.5 -0.069
C -0.5865 -5.8287 -0.8118 -0.1 1.1 0.3 -0.222
O -0.2483 -5.2529 -2.0585 -0.6 -0.1 -0.1 -0.052
H -3.5548 -2.5584 -1.3654 -0.2 -0.2 0.5 0.087
H -2.4530 -3.5334 -2.2440 0.7 0.0 0.2 0.109
H -1.8553 -2.4309 -0.8567 0.1 0.0 -0.5 0.077
H -3.3295 -4.2908 1.9336 0.3 0.0 -0.3 0.108
H -4.2856 -3.2879 0.8035 -0.2 -0.3 0.2 0.096
H -2.8203 -2.6196 1.3138 0.8 -0.5 0.1 0.087
H -3.8442 -6.0611 0.0999 -0.1 0.1 0.0 0.107
H -3.1461 -5.7918 -1.4997 -0.9 -0.2 -0.4 0.094
H -4.7284 -4.9433 -0.9810 0.5 0.4 -0.1 0.112
H -1.3153 -5.1498 1.0605 -0.1 -0.1 0.1 0.124
H -0.5350 -3.8935 0.1682 -0.7 0.5 -0.4 0.120
H -1.1757 -6.7456 -0.8280 -0.4 0.1 -0.5 0.119
H 0.3401 -6.1559 -0.3401 0.0 0.3 0.6 0.130
H 0.5199 -5.6986 -2.4231 0.0 -0.1 -0.1 0.101
C 1.9397 4.1799 -2.0672 0.2 -0.3 -0.1 -0.079
C 2.7251 2.8771 -2.2735 1.9 -0.1 0.7 -0.216
C 3.1413 2.2170 -0.9322 -0.5 -0.8 -0.8 -0.090
N 4.1793 1.0337 -0.9845 -0.3 -0.7 0.6 -0.216
C 4.5651 0.7585 0.4719 -0.3 -0.2 -1.1 0.020
C 3.5052 -0.2356 -1.5958 1.0 0.2 -0.6 -0.062
C 4.6517 -1.1479 -2.1460 -0.1 0.4 1.3 -0.141
C 5.7680 -0.1963 -2.5081 -0.3 1.6 -1.3 -0.143
C 5.5252 1.1559 -1.7678 -0.5 -0.2 0.4 -0.048
H 1.7093 4.5921 -3.0497 0.0 0.2 0.1 0.085
H 2.5957 4.8627 -1.5274 -0.1 0.2 -0.1 0.086
H 1.0163 4.1164 -1.4915 0.0 -0.4 0.0 0.061
H 3.7072 3.1764 -2.6396 -0.1 0.4 -0.6 0.096
H 2.3635 2.1885 -3.0371 -0.5 -0.1 0.3 0.105
H 2.2587 1.7554 -0.4894 0.1 -0.1 0.3 0.097
H 3.5253 2.9758 -0.2504 0.2 -0.1 -0.1 0.136
H 5.1264 -0.1740 0.4144 0.3 0.3 0.4 0.112
H 3.6896 0.6106 1.1041 -0.2 0.1 -0.3 0.078
H 5.1282 1.6277 0.8118 0.2 -0.3 0.1 0.111
H 2.8158 -0.6842 -0.8805 0.1 0.2 0.0 0.110
H 2.9623 0.1477 -2.4597 -0.2 -0.1 0.1 0.121
H 5.1107 -1.7893 -1.3936 -0.7 -0.2 0.4 0.110
H 4.3367 -1.8095 -2.9529 -0.2 0.3 0.0 0.125
H 6.7556 -0.6450 -2.4010 -0.1 0.3 0.4 0.127
H 5.7062 0.1384 -3.5436 0.0 -0.6 -0.3 0.117
H 6.3229 1.3606 -1.0538 -0.3 0.3 0.0 0.126
H 5.3886 1.9802 -2.4678 0.3 -0.1 0.1 0.117
C -2.9189 6.0715 -2.6522 -0.9 1.0 1.5 -0.101
C -2.4828 4.7089 -2.1222 -0.1 -1.0 -2.5 -0.193
C -3.1564 3.6451 -3.0993 1.0 0.7 0.9 -0.123
N -2.9690 2.1784 -2.6940 -2.8 0.4 -1.6 -0.212
C -1.5091 1.7582 -2.7618 -0.8 1.1 0.8 0.039
C -3.8101 1.3679 -3.7229 0.6 -0.6 0.6 -0.084
C -4.0730 0.0739 -2.9809 -0.2 -0.8 -1.6 -0.182
C -4.4023 0.5160 -1.6006 -0.1 -0.7 1.4 -0.175
C -3.7661 1.8466 -1.3523 1.6 0.9 -0.8 -0.047
H -2.6765 6.8211 -1.8990 0.4 0.1 -0.1 0.083
H -4.0050 6.1633 -2.6597 -0.2 -0.3 -0.3 0.080
H -2.5606 6.4591 -3.6059 0.3 -0.7 0.0 0.091
H -2.7311 4.4957 -1.0825 -0.3 0.3 -0.1 0.113
H -1.3972 4.6845 -2.2165 0.1 -0.4 0.1 0.086
H -2.8598 3.7277 -4.1450 0.9 0.0 0.1 0.134
H -4.2010 3.9236 -3.2380 -0.4 -0.6 0.9 0.126
H -1.1204 2.2552 -1.8729 0.6 -0.7 0.0 0.082
H -1.0198 2.2099 -3.6247 -0.4 0.1 -0.2 0.112
H -1.3853 0.6764 -2.8096 -0.2 0.2 0.5 0.102
H -3.2569 1.2379 -4.6531 0.0 0.3 0.1 0.144
H -4.7815 1.8306 -3.8972 0.3 0.6 0.0 0.144
H -3.2763 -0.6528 -3.1397 0.3 0.1 0.5 0.106
H -4.9577 -0.4135 -3.3907 0.1 0.0 -0.3 0.130
H -4.0448 -0.1496 -0.8149 -0.3 -0.3 -0.1 0.101
H -5.4885 0.5933 -1.5530 0.1 0.1 0.4 0.133
H -3.0047 1.8794 -0.5731 -0.3 -0.1 0.1 0.115
H -4.5510 2.5782 -1.1601 0.5 0.5 -0.4 0.141
```
Forces are in eV/Å.


No. 2
ORCA calculation (the ωB97M-V functional and the def2-TZVPD basis) on C14H18MnN4S as an isolated structure at a distorted geometry.

Calculated values
Relative energy (zero: lowest compared OMol25 entry of this formula, charge and spin), kJ/mol: 0.0
Lowest unoccupied orbital energy (spin up / spin down), eV: -4.5 / -4.7
Energy, eV: -62918.4181
Charge: +1
Kohn-Sham gap (spin up / spin down), eV: 7.1 / 7.0
2S+1: 5
<S²>: 6.087

Geometry as XYZ:
```
38
Properties=species:S:1:pos:R:3:forces:R:3:lowdin_spin:R:1
Mn 0.3428 -0.8930 -0.5905 1.2 -0.4 -0.7 3.763
C 4.5677 -1.1577 -0.0674 0.6 -1.3 -0.4 0.007
C 3.1261 -1.0089 0.0849 -1.8 -0.9 -2.5 0.044
N 2.3046 -1.1548 -0.9689 1.1 0.6 2.5 -0.031
N 2.8127 -1.3645 -2.1858 0.5 -0.1 0.4 -0.006
C 1.8791 -1.5830 -3.0752 0.9 -0.2 0.0 -0.006
N 2.3351 -1.8646 -4.3045 -3.0 0.1 -1.1 -0.010
S 0.1691 -1.5961 -2.7087 -0.3 0.0 -0.5 -0.003
C 2.4306 -0.7171 1.3269 -0.9 1.2 1.2 0.011
C 3.0194 -0.6304 2.5986 0.6 -0.5 -1.2 0.005
C 2.3193 -0.1735 3.6791 -2.3 0.4 0.5 0.009
C 0.9455 0.1676 3.5022 0.8 -0.8 0.5 0.006
C 0.3832 0.0040 2.2431 -0.5 0.1 0.4 0.012
N 1.1122 -0.3838 1.1842 0.2 -0.3 0.6 0.010
H 4.8502 -0.9723 -1.1128 0.0 0.6 0.5 0.001
H 4.8752 -2.2244 0.0325 -0.4 0.4 0.2 0.004
H 5.0851 -0.6080 0.6954 0.5 0.4 0.0 0.001
H 3.2765 -1.7189 -4.5548 1.1 0.2 0.1 -0.001
H 1.6472 -1.8231 -5.0750 0.8 -0.2 0.8 -0.001
H 4.0251 -0.9915 2.6962 0.4 0.1 0.1 0.000
H 2.7018 -0.1306 4.7009 0.3 0.0 -0.5 0.000
H 0.3262 0.3569 4.3967 0.4 0.2 -0.8 0.000
H -0.7041 0.1465 2.0757 0.9 0.0 0.0 0.000
C -3.3909 1.9305 -1.6380 0.6 1.2 -1.7 0.010
C -3.5165 1.2191 -0.3267 -0.2 0.5 1.0 0.027
C -3.1338 2.0630 0.9589 -0.7 -0.9 0.3 0.013
C -4.9195 0.6413 -0.1600 0.6 -0.9 0.1 0.007
C -2.4665 0.2551 -0.3799 1.7 -1.6 0.0 0.180
C -1.3993 -0.3507 -0.4416 -2.0 0.5 0.3 -0.058
H -4.0020 2.8185 -1.6846 -0.4 0.3 0.1 0.002
H -3.6882 1.3068 -2.4952 -0.1 -0.1 0.5 0.000
H -2.3679 2.2596 -1.9060 -0.3 -0.2 0.5 0.000
H -3.9030 2.8302 1.1239 0.5 0.1 -0.2 0.002
H -2.1122 2.4562 0.8363 -0.5 0.1 0.2 0.000
H -3.2021 1.3849 1.8850 0.3 0.9 -1.4 0.001
H -5.6648 1.4109 -0.2479 -0.3 0.5 0.3 0.001
H -4.9016 0.1958 0.8423 -0.7 -0.1 -0.3 0.000
H -5.1625 -0.1001 -0.9394 0.3 0.1 0.4 0.000
```
Forces are in eV/Å.


No. 3
ORCA calculation (the ωB97M-V functional and the def2-TZVPD basis) on a 3-piece molecular cluster, C2H11N3O2 overall at a distorted geometry.

Calculated values
Relative energy (zero: lowest compared OMol25 entry of this formula, charge and spin), kJ/mol: 84.5
Lowest unoccupied orbital energy, eV: 0.5
Energy, eV: -10817.4995
Charge: 0
Kohn-Sham gap, eV: 9.7
SMILES string: [H]/N=C(\N)NC.O.O
2S+1: 1

Geometry as XYZ:
```
18
Properties=species:S:1:pos:R:3:forces:R:3:nbo_charge:R:1
C -2.6503 0.0284 0.6171 0.0 -1.8 0.8 -0.432
N -1.7102 -0.5482 -0.3236 -0.7 0.5 0.3 -0.619
C -0.3643 -0.4555 -0.1740 1.2 -1.0 -1.3 0.600
N 0.3967 -0.8378 -1.3366 -0.7 -0.3 -0.1 -0.856
N 0.1872 -0.1175 0.9069 -0.6 0.8 1.5 -0.828
H -2.0999 0.3661 1.4822 0.1 0.8 -0.1 0.254
H -3.2701 -0.7670 1.0648 -0.1 0.1 -0.4 0.192
H -3.3061 0.7253 0.1271 -0.1 0.6 0.1 0.194
H -2.1317 -1.0220 -1.0985 0.4 0.1 -0.3 0.388
H 0.8644 -0.0251 -1.7201 0.1 -0.1 0.1 0.383
H -0.1915 -1.2393 -2.0749 0.3 0.3 0.4 0.359
H 1.1822 -0.1920 1.0605 0.0 -0.1 -0.9 0.377
H 5.3047 -1.2465 -0.3623 -0.2 -0.1 0.0 0.472
H 4.5476 -1.0578 -1.7100 0.2 -0.1 0.4 0.471
O 5.3579 -0.8407 -1.2300 0.0 0.2 -0.3 -0.943
H -0.1638 1.8360 1.5774 -0.2 -0.1 0.2 0.490
H -1.3076 2.7893 1.2611 0.0 0.1 0.0 0.456
O -0.6453 2.6042 1.9329 0.1 0.0 -0.1 -0.959
```
Forces are in eV/Å.


No. 4
ORCA calculation (the ωB97M-V functional and the def2-TZVPD basis) on a 2-piece molecular cluster, C3H3N3O2 overall at a distorted geometry.

Calculated values
Relative energy (zero: lowest compared OMol25 entry of this formula, charge and spin), kJ/mol: 715.7
Lowest unoccupied orbital energy, eV: -0.7
Energy, eV: -11718.5392
Charge: 0
Kohn-Sham gap, eV: 7.9
2S+1: 1

Geometry as XYZ:
```
11
Properties=species:S:1:pos:R:3:forces:R:3:nbo_charge:R:1
C 1.9668 0.3296 0.1702 -2.9 -1.6 -1.8 0.102
C 0.6133 0.0767 -0.2007 3.3 8.1 1.5 0.276
C -1.6000 -0.2221 -0.1237 -2.5 -2.2 3.6 0.546
H 2.4609 -1.6513 -0.5131 2.2 4.6 3.4 0.487
H 2.3207 1.3815 0.3258 -0.6 -1.2 -0.3 0.231
H -3.5849 -0.7247 0.6410 4.4 -0.5 -1.9 0.403
N -2.5210 -1.0821 0.2423 -0.7 3.4 -0.2 -0.657
N -1.3638 1.3016 0.0940 0.7 -3.4 -2.2 -0.156
N -0.1568 1.3985 -0.1304 2.0 0.9 1.5 -0.119
O 2.9293 -0.6375 0.1991 -2.3 -4.1 -3.0 -0.646
O -0.2777 -0.7922 -0.3202 -3.4 -4.0 -0.7 -0.468
```
Forces are in eV/Å.